No. 1
{
  "formula": "C55H37CoN8SSe",
  "method": "ωB97M-V with the def2-TZVPD basis set",
  "spin_multiplicity": 2,
  "orbital_gap_ha": [0.17238, 0.18232],
  "homo_energy_ev": [-3.471, -3.740],
  "energy_ev": -183368.4580,
  "total_charge": -1,
  "e_lumo_ev": [1.2, 1.2],
  "s_squared": 0.76,
  "elements": ["Co", "C", "C", "C", "C", "C", "C", "C", "C", "C", "C", "C", "N", "C", "C", "C", "C", "C", "C", "C", "C", "C", "C", "C", "C", "C", "N", "C", "C", "C", "C", "C", "C", "C", "C", "C", "C", "C", "C", "N", "C", "C", "N", "C", "C", "C", "C", "C", "C", "H", "H", "H", "H", "H", "H", "H", "H", "H", "H", "H", "H", "H", "H", "H", "H", "H", "H", "H", "H", "H", "H", "H", "H", "H", "H", "H", "H", "Se", "N", "C", "C", "C", "C", "C", "C", "N", "H", "H", "H", "H", "C", "C", "C", "C", "N", "C", "S", "N", "H", "H", "H", "H", "H"],
  "coordinates": [[-0.3191, 0.3580, -0.0070], [2.9351, -6.4749, 0.2220], [1.5790, -6.2809, 0.4262], [1.0489, -5.0038, 0.4236], [1.8763, -3.9008, 0.2303], [3.2382, -4.1017, 0.0295], [3.7609, -5.3818, 0.0206], [1.2881, -2.5519, 0.1594], [1.6253, -1.5582, 1.0804], [2.6785, -1.6394, 2.0494], [2.8387, -0.3916, 2.5594], [1.8318, 0.4314, 1.9603], [1.1128, -0.3000, 1.0634], [1.5432, 1.7531, 2.2891], [0.3605, 2.3919, 1.9099], [-0.1453, 3.5854, 2.4952], [-1.4604, 3.6734, 2.1437], [-1.7437, 2.5558, 1.3023], [-2.9449, 2.3030, 0.5761], [-4.2763, 2.5921, 1.0456], [-4.5628, 3.2241, 2.2725], [-5.8561, 3.5211, 2.6487], [-6.9282, 3.1694, 1.8425], [-6.6811, 2.4236, 0.6980], [-5.3912, 2.1276, 0.3175], [-2.7273, 1.8300, -0.7499], [-1.6921, 1.0437, -1.1043], [-1.6779, 0.9830, -2.4714], [-0.9451, 0.0557, -3.2038], [-0.8571, 0.2235, -4.6622], [-1.5143, -0.6030, -5.5633], [-1.4099, -0.3733, -6.9250], [-0.6353, 0.6731, -7.3973], [0.0340, 1.4921, -6.5008], [-0.0809, 1.2776, -5.1400], [-0.3115, -1.0198, -2.5781], [0.0949, -2.2409, -3.1886], [0.6009, -3.0269, -2.1999], [0.5591, -2.2515, -0.9976], [-0.0421, -1.0557, -1.2425], [-2.7022, 1.8248, -2.9950], [-3.3901, 2.3140, -1.9247], [-0.6153, 1.8230, 1.1392], [2.4436, 2.4671, 3.2093], [2.5876, 2.0366, 4.5241], [3.4344, 2.7036, 5.3913], [4.1517, 3.8049, 4.9514], [4.0016, 4.2468, 3.6460], [3.1476, 3.5869, 2.7797], [3.3507, -7.4733, 0.2084], [0.9319, -7.1328, 0.5757], [-0.0116, -4.8479, 0.5738], [3.8743, -3.2461, -0.1480], [4.8168, -5.5293, -0.1587], [3.2374, -2.5279, 2.2789], [3.5615, -0.0721, 3.2870], [0.4167, 4.2497, 3.1210], [-2.1251, 4.4810, 2.3821], [-3.7615, 3.4706, 2.9475], [-6.0372, 4.0349, 3.5857], [-7.9399, 3.4287, 2.1226], [-7.5120, 2.0653, 0.1043], [-5.2334, 1.5022, -0.5475], [-2.1272, -1.4123, -5.1916], [-1.9378, -1.0124, -7.6213], [-0.5528, 0.8488, -8.4623], [0.6459, 2.3029, -6.8718], [0.4369, 1.9037, -4.4299], [-0.0082, -2.4760, -4.2301], [1.0164, -4.0151, -2.2781], [-2.8913, 1.9847, -4.0409], [-4.2163, 3.0024, -1.9407], [2.0163, 1.1829, 4.8602], [3.5383, 2.3616, 6.4130], [4.8272, 4.3204, 5.6222], [4.5574, 5.1092, 3.3012], [3.0222, 3.9219, 1.7607], [-2.3052, -2.3886, 0.3775], [-1.7568, -0.9345, 1.2500], [-1.8684, -1.1589, 2.5691], [-1.5438, -0.2597, 3.5949], [-1.7334, -0.6328, 4.9021], [-2.2314, -1.8986, 5.2345], [-2.5467, -2.8124, 4.2596], [-2.3840, -2.4587, 2.9100], [-2.6731, -3.2586, 1.8761], [-1.1551, 0.7128, 3.3476], [-1.4879, 0.0609, 5.6932], [-2.3686, -2.1627, 6.2726], [-2.9113, -3.7983, 4.5037], [2.6955, -1.3762, -4.9195], [2.9824, -0.7448, -3.5913], [4.0809, -1.1592, -2.8360], [4.2644, -0.5215, -1.6208], [3.4534, 0.4122, -1.1754], [2.4244, 0.7426, -1.9611], [1.3736, 1.9745, -1.3964], [2.1789, 0.2086, -3.1638], [3.5898, -1.3558, -5.5396], [1.8880, -0.8571, -5.4277], [2.4217, -2.4193, -4.7696], [4.7490, -1.9256, -3.1916], [5.1011, -0.7550, -0.9719]],
  "forces_ev_per_angstrom": [[0.274, 0.101, -0.180], [0.049, -0.082, -0.020], [-0.021, -0.193, -0.013], [0.039, 0.106, 0.040], [0.084, -0.199, 0.123], [-0.041, 0.058, 0.008], [0.146, -0.048, 0.003], [-0.245, 0.573, -0.332], [-0.101, -0.038, -0.140], [0.114, 0.071, 0.177], [0.125, -0.343, 0.031], [-0.371, -0.387, -0.471], [0.486, 0.102, 0.599], [-0.666, 0.333, -0.266], [0.270, -0.605, -0.007], [-0.516, 0.326, 0.131], [0.452, 0.312, 0.587], [-0.278, -0.580, -0.379], [1.417, -0.149, -0.651], [-0.901, 0.269, 0.296], [0.267, -0.084, -0.233], [-0.211, 0.118, 0.039], [-0.028, -0.119, -0.002], [-0.293, 0.191, 0.117], [0.300, -0.008, 0.010], [0.179, -0.169, 0.684], [-0.652, 0.177, -0.500], [0.357, -0.550, 0.168], [-0.384, 0.327, 0.519], [-0.072, 0.023, -0.260], [-0.022, 0.006, 0.043], [-0.036, -0.109, -0.192], [0.017, -0.036, -0.105], [-0.018, 0.065, -0.137], [-0.041, 0.036, -0.020], [-0.106, 0.081, 0.577], [0.029, -0.382, 0.104], [-0.137, -0.044, -0.254], [0.382, 0.054, 0.190], [-0.109, -0.440, -0.630], [-0.444, 0.388, 0.164], [-0.126, -0.047, -0.762], [-0.063, 0.561, 0.545], [0.145, 0.093, 0.181], [-0.005, 0.090, 0.028], [0.085, -0.028, 0.131], [0.078, 0.083, 0.041], [0.077, 0.105, 0.042], [-0.027, -0.048, -0.025], [-0.012, -0.060, 0.015], [-0.081, -0.071, 0.032], [-0.041, 0.010, 0.016], [0.032, 0.080, -0.030], [0.079, -0.001, 0.006], [0.108, -0.082, 0.049], [0.094, 0.040, 0.047], [0.077, 0.215, 0.101], [-0.117, 0.083, 0.025], [0.065, 0.036, 0.032], [0.048, -0.009, -0.002], [-0.042, -0.034, 0.050], [-0.003, -0.024, -0.059], [0.014, -0.004, -0.030], [-0.055, -0.072, 0.036], [-0.018, -0.025, -0.018], [0.006, 0.000, -0.029], [0.039, 0.068, 0.025], [0.085, 0.034, 0.161], [0.036, -0.028, -0.185], [0.049, -0.114, -0.077], [-0.034, 0.092, -0.116], [-0.075, 0.031, 0.010], [-0.029, -0.081, 0.036], [0.001, -0.007, 0.034], [-0.007, 0.006, 0.030], [0.007, 0.019, -0.019], [0.010, -0.010, -0.139], [0.131, 0.456, 1.220], [-0.152, -0.151, 0.309], [-0.317, -0.717, -1.421], [0.209, 0.567, 1.037], [0.367, 0.868, -0.850], [-0.465, -1.263, -0.369], [0.028, 0.100, 1.119], [0.043, -0.195, -1.224], [-0.138, -0.027, 0.179], [0.092, 0.186, -0.090], [0.030, 0.091, 0.018], [0.008, -0.036, 0.098], [-0.072, -0.072, 0.028], [0.094, 0.010, 0.000], [0.405, -0.122, 0.173], [-0.044, -0.040, -0.022], [0.053, -0.216, -0.207], [0.475, -0.227, 0.525], [-0.485, 1.165, 0.428], [-0.197, 0.353, -0.025], [0.010, -0.422, -0.695], [0.073, -0.003, -0.131], [-0.091, 0.035, -0.015], [-0.050, -0.093, -0.064], [0.138, -0.146, -0.038], [0.160, -0.157, 0.014]]
}



No. 2
{
  "formula": "C5H8O",
  "method": "ωB97M-V with the def2-TZVPD basis set",
  "spin_multiplicity": 1,
  "orbital_gap_ha": [0.28523, 0.28525],
  "homo_energy_ev": [-7.251, -7.252],
  "energy_ev": -7354.9146,
  "e_above_lowest_ev": 7.341,
  "e_lumo_ev": [0.5, 0.5],
  "elements": ["C", "C", "C", "O", "H", "H", "H", "H", "H", "H", "C", "C", "H", "H"],
  "coordinates": [[1.6919, -0.4576, 0.1687], [-0.9803, -0.7908, -0.7251], [-1.4562, -0.5054, -1.9121], [0.3940, 0.0935, -0.0966], [-1.0593, -1.6992, -0.1455], [2.4370, 0.3319, 0.0859], [1.9010, -1.2074, -0.5956], [1.7060, -0.9028, 1.1660], [-1.2542, 0.4360, -2.4036], [-2.1508, -1.1810, -2.3997], [-0.2919, 1.1440, 1.1041], [0.1859, 1.5856, 2.1620], [0.0968, 2.0973, 3.0899], [-1.2200, 1.0559, 0.5017]],
  "forces_ev_per_angstrom": [[-0.492, -1.002, -0.460], [3.797, 0.085, 0.582], [0.052, 0.634, 0.416], [-1.799, -1.366, -2.159], [-0.113, 0.242, 0.166], [-0.256, 0.132, 0.095], [0.095, -0.052, 0.108], [0.092, 0.092, -0.037], [0.316, -0.091, -0.103], [-0.147, 0.040, 0.298], [-2.454, 1.818, 1.899], [0.084, -1.088, -1.455], [0.209, 0.123, 0.028], [0.617, 0.433, 0.623]]
}



No. 3
{
  "formula": "C4H9N3P",
  "method": "ωB97M-V with the def2-TZVPD basis set",
  "spin_multiplicity": 3,
  "orbital_gap_ha": [0.23596, 0.27933],
  "homo_energy_ev": [-11.112, -13.422],
  "energy_ev": -18041.0200,
  "total_charge": 1,
  "e_lumo_ev": [-4.7, -5.8],
  "s_squared": 2.03,
  "elements": ["C", "C", "C", "C", "N", "N", "N", "P", "H", "H", "H", "H", "H", "H", "H", "H", "H"],
  "coordinates": [[-1.6842, 0.3788, -0.1041], [-1.4535, -0.6448, 0.7773], [-0.6314, 1.1805, -0.8438], [0.7702, 0.6892, -0.5964], [0.0076, -2.1114, 1.6708], [-0.1572, -1.0022, 1.0876], [1.6130, 1.4931, 0.0129], [1.1896, -0.8355, -1.4519], [-2.7785, 0.5351, -0.2878], [-2.3119, -1.1687, 1.3117], [-0.8705, 0.9340, -1.9930], [-0.7080, 2.2197, -0.6202], [1.0029, -2.3209, 2.1570], [2.5903, 1.1984, 0.2098], [1.3749, 2.4916, 0.1656], [0.0962, -1.5768, -1.0024], [1.9504, -1.4602, -0.4931]],
  "forces_ev_per_angstrom": [[-1.286, -1.226, 1.027], [-0.553, 1.474, -0.102], [-0.605, -2.016, -2.170], [-0.094, 1.045, 0.615], [4.171, -0.644, 1.244], [-1.977, -1.018, 1.020], [0.239, -0.285, -0.567], [0.280, -0.460, -0.986], [1.373, 0.379, -0.152], [1.382, 0.654, -0.877], [0.648, 1.066, 2.213], [-0.181, 0.929, -0.125], [-3.039, 0.594, -1.018], [-1.027, 0.410, -0.257], [0.156, -1.053, 0.156], [-0.389, 0.156, -0.543], [0.904, -0.004, 0.519]]
}



No. 4
{
  "formula": "C4H7LiO2",
  "method": "ωB97M-V with the def2-TZVPD basis set",
  "spin_multiplicity": 1,
  "orbital_gap_ha": 0.25299,
  "homo_energy_ev": -6.620,
  "energy_ev": -8560.4071,
  "e_above_lowest_ev": 0.082,
  "e_lumo_ev": 0.3,
  "elements": ["O", "C", "C", "Li", "H", "H", "C", "C", "O", "H", "H", "H", "H", "H"],
  "coordinates": [[1.3666, -1.7316, 0.2814], [0.3094, -1.6594, 0.9118], [-0.8482, -0.8064, 0.4999], [1.3880, -0.5498, -1.2786], [-0.9186, -0.3427, 1.5592], [0.1214, -2.3924, 1.7253], [-0.6701, 0.0719, -0.7025], [-0.0622, 1.4150, -0.4637], [1.3668, 1.4081, -0.8348], [-1.5763, 0.1250, -1.3176], [-0.0918, 1.7304, 0.5985], [-0.5427, 2.1929, -1.0781], [1.8591, 2.0436, -0.3093], [-1.7015, -1.5046, 0.4083]],
  "forces_ev_per_angstrom": [[-0.359, 0.259, 0.821], [0.285, -1.259, -2.022], [0.545, -0.036, 1.395], [-0.489, 0.396, 0.371], [-0.750, 0.287, -0.989], [0.266, 0.467, 0.179], [0.072, 0.328, -0.169], [-0.745, -0.126, 0.141], [0.516, -0.414, -0.237], [0.302, -0.018, 0.269], [-0.004, -0.040, -0.210], [0.174, -0.209, 0.176], [0.002, 0.094, 0.036], [0.184, 0.272, 0.241]]
}



No. 5
{
  "formula": "C2H5N5",
  "method": "ωB97M-V with the def2-TZVPD basis set",
  "spin_multiplicity": 1,
  "orbital_gap_ha": 0.30553,
  "homo_energy_ev": -7.835,
  "energy_ev": -9600.7996,
  "e_above_lowest_ev": 5.222,
  "e_lumo_ev": 0.5,
  "elements": ["C", "C", "N", "N", "N", "N", "N", "H", "H", "H", "H", "H"],
  "coordinates": [[-1.8405, -1.7409, 0.2378], [1.5561, 1.4039, -0.2484], [-1.2788, -1.7569, 1.3966], [-1.2914, -0.7591, -0.5143], [-0.3216, -1.1093, 1.8123], [-0.3077, -0.1033, -0.0648], [0.4387, 0.7095, -0.7981], [-2.6353, -2.3770, -0.0169], [1.7480, 0.8770, 0.6096], [2.3926, 1.4644, -0.9328], [1.4626, 2.3816, 0.2110], [0.0772, 1.0100, -1.6920]],
  "forces_ev_per_angstrom": [[0.564, 1.181, 0.064], [-0.217, 0.668, -0.113], [4.500, 1.851, 3.402], [1.367, 2.023, -2.716], [-3.331, -2.037, -1.513], [-1.443, -2.461, 1.993], [-0.934, 0.697, -1.827], [-0.737, -0.289, -0.531], [1.402, -1.792, 1.933], [0.104, -0.409, -0.136], [-1.015, 0.796, -0.560], [-0.261, -0.229, 0.005]]
}



No. 6
{
  "formula": "C6H8N3S2",
  "method": "ωB97M-V with the def2-TZVPD basis set",
  "spin_multiplicity": 1,
  "orbital_gap_ha": 0.26958,
  "homo_energy_ev": -13.014,
  "energy_ev": -32483.4890,
  "total_charge": 1,
  "e_above_lowest_ev": 1.313,
  "e_lumo_ev": -5.7,
  "elements": ["C", "C", "C", "C", "C", "C", "N", "N", "N", "S", "S", "H", "H", "H", "H", "H", "H", "H", "H"],
  "coordinates": [[-2.9426, 0.5913, -1.1402], [-1.6167, 0.2958, -1.3021], [-3.3868, 0.1968, 0.1101], [-0.8795, -0.1868, -0.1639], [2.4548, -1.4039, -0.0060], [0.4699, -0.4496, -0.1772], [2.3739, -0.7017, -1.2228], [1.2591, -0.1738, -1.3230], [1.2464, -1.1390, 0.6724], [-2.1242, -0.3544, 1.0843], [1.5067, 2.0045, 1.1942], [-3.6311, 1.1257, -1.8596], [-1.0037, 0.3811, -2.1996], [-4.3188, 0.2889, 0.6283], [2.5290, -2.4673, -0.3349], [3.3897, -1.1941, 0.5676], [1.0177, -1.7445, 1.4187], [1.1846, 1.9238, 2.4978], [2.4718, 3.0073, 1.5558]],
  "forces_ev_per_angstrom": [[-1.981, 0.544, -0.514], [3.026, -0.084, -0.305], [1.519, 0.236, 0.416], [-3.922, 0.970, -0.514], [2.187, -1.315, 0.486], [0.836, -1.912, 1.093], [0.045, 0.606, -0.340], [-0.469, 0.711, -0.926], [-0.759, 0.693, -1.271], [1.009, -0.523, 0.475], [1.594, 1.925, 1.052], [1.134, -1.011, 0.700], [-0.593, 0.394, -0.072], [-0.557, 0.094, -0.263], [-0.054, 0.308, 0.382], [-0.672, 0.119, -0.425], [-0.882, -0.189, 0.948], [-0.160, -0.189, -0.142], [-1.303, -1.377, -0.781]]
}